1.
Below is the molecule C4H8N2OS, with properties calculated with wB97M-V/def2-TZVPD.

Atoms and positions in Å:
O: 2.58 -1.55 -0.21
H: 2.97 0.55 1.11
C: -0.80 1.17 -0.45
H: -1.61 1.58 -1.08
N: -1.86 -1.18 0.23
H: 0.14 -2.18 -0.40
N: 0.25 -1.14 -0.17
H: 2.39 1.40 -0.26
C: 2.03 0.59 0.44
C: -0.91 -0.37 -0.15
S: -3.50 -0.49 0.00
H: 0.36 1.05 -0.92
H: -0.79 1.87 0.45
H: -4.08 -1.56 0.54
H: 1.19 0.97 1.07
C: 1.64 -0.70 -0.20

Summary:
HOMO-LUMO gap: 0.327 Ha
charge: 0
SMILES: CC(=O)N/C(C)=N/S
energy relative to the best compared isomer or geometry (same formula, charge and spin): 55.3 kcal per mole
HOMO: -8.52 eV

=====

2.
Below is the molecule C6H15NO, with properties calculated with wB97M-V/def2-TZVPD.

Atoms and positions in Å:
H: 0.90 -1.80 -0.49
H: -3.34 -0.04 -1.25
H: -1.84 1.78 -0.78
C: 0.47 -0.02 0.72
H: -1.81 -0.50 -1.98
H: 2.78 0.95 0.28
C: 2.25 0.36 1.03
H: -2.03 0.96 0.72
C: -2.30 -0.30 -1.02
H: -0.17 -0.36 2.53
C: 0.17 0.89 -0.40
H: 0.55 -0.38 -1.98
H: 1.46 1.03 -1.98
H: -0.60 -1.90 0.48
N: 0.60 0.60 -1.71
H: 0.95 -2.03 1.23
H: 2.39 0.88 1.98
O: -0.09 0.40 1.93
H: 2.81 -0.57 1.09
C: -1.63 0.84 -0.29
H: 0.40 1.93 -0.14
H: -2.34 -1.21 -0.43
C: 0.41 -1.51 0.44

Summary:
HOMO-LUMO gap: 0.332 Ha
charge: 0
SMILES: CC[C@H](N)C(C)(C)O
energy relative to the best compared isomer or geometry (same formula, charge and spin): 65.2 kcal per mole
HOMO: -8.18 eV

=====

3.
Below is a cluster of 5 separate species, C26H58F3IO16PS4Si in total, with properties calculated with wB97M-V/def2-TZVPD.

Atoms and positions in Å:
O: -0.25 0.70 -3.04
H: -4.34 -2.61 1.34
H: -1.39 1.69 0.95
H: -4.52 3.19 6.02
H: 1.12 -8.84 -4.83
H: -0.22 5.47 -1.24
H: 0.00 -1.76 -2.21
C: -4.21 -1.94 0.48
O: -6.83 -0.71 3.06
C: -0.81 -2.93 -0.43
C: 1.13 0.97 -3.59
H: 1.34 4.29 4.71
O: -0.68 -7.62 -1.20
H: 0.75 5.18 0.57
H: 1.03 1.55 -7.20
H: 8.18 3.74 6.14
C: -8.81 -1.25 1.42
S: 5.27 5.19 4.59
H: -4.54 -2.50 -0.41
H: -9.47 -1.68 2.17
H: -4.74 -0.15 1.57
H: -0.14 0.00 -7.50
H: 1.25 2.61 5.35
C: 1.05 3.26 4.50
H: -2.24 -2.50 -2.75
H: 4.69 7.48 4.75
H: 0.35 -3.16 -0.31
H: -1.26 -2.69 0.63
H: 2.80 -0.94 -6.93
O: 1.43 1.09 -1.14
H: -0.12 -2.10 -6.10
O: -1.07 1.83 3.92
H: -1.31 -3.89 -0.92
H: 3.75 -0.89 -3.05
H: 2.88 -8.97 -3.13
C: 2.94 -0.55 -5.83
I: -2.75 1.72 -1.86
H: 3.13 1.28 -2.31
F: 1.94 3.42 -3.07
H: 4.50 -1.91 -0.84
H: 1.45 -9.86 -2.54
H: -3.16 2.16 6.54
H: -2.86 4.77 4.93
S: -0.96 -7.17 -2.55
C: -0.10 4.91 -0.20
H: 6.66 4.89 7.80
C: 2.83 -0.90 -2.29
C: -0.57 2.21 0.30
O: 6.18 5.45 5.91
H: 5.28 4.03 7.13
H: -3.26 -6.81 -2.18
P: -0.31 1.31 -1.42
C: -0.84 -0.29 -0.53
H: -2.65 4.63 6.68
H: 6.25 7.22 3.87
H: -3.52 2.36 4.82
C: -1.08 3.77 0.03
C: 1.84 -8.87 -2.82
O: 3.93 4.81 5.00
C: -5.01 -0.67 0.64
H: 3.39 -1.42 -5.19
H: 3.68 0.37 -5.85
H: -8.98 -1.73 0.45
H: 4.69 6.89 3.06
C: -2.68 -7.43 -2.87
O: -6.91 -2.98 1.93
C: -3.50 2.88 5.78
O: -0.60 -5.85 -3.00
H: -0.14 -0.51 0.39
C: 1.43 2.51 -4.15
H: -2.23 4.08 0.04
F: 2.44 2.55 -5.24
C: -0.90 -1.63 -1.48
C: 6.27 4.43 6.89
O: 2.92 -1.10 0.37
C: 5.22 6.87 4.01
H: -2.92 -8.48 -2.70
H: 6.81 2.78 5.60
H: 1.33 -7.23 -4.15
H: 7.38 2.61 7.27
H: -8.97 -0.17 1.35
C: 2.16 0.59 -2.36
Si: 1.15 -0.08 -5.21
S: -7.13 -1.55 1.92
O: -0.38 -8.27 -3.60
C: -2.57 4.08 5.73
H: -1.93 -0.16 -0.07
H: 1.81 -8.25 -1.91
O: -0.98 4.25 3.16
O: -1.22 3.68 5.60
O: 6.03 4.40 3.64
H: -0.79 -1.56 -4.38
C: 7.21 3.33 6.45
H: 0.87 -2.62 -4.52
O: -2.23 -1.73 -2.11
C: 1.00 -8.25 -3.92
H: 2.14 -1.78 -2.65
H: -3.14 -1.72 0.38
C: 3.46 -1.32 -0.83
H: -0.70 1.35 -6.28
H: -0.21 2.69 -1.89
H: 1.59 2.89 3.62
O: -6.41 -0.92 0.60
S: -0.69 3.21 4.13
H: -2.90 -7.14 -3.90
H: -4.78 0.01 -0.19
F: 0.10 3.10 -4.55
C: 0.25 0.79 -6.72
H: 0.42 2.27 0.93
C: 0.20 -1.79 -4.99

Summary:
HOMO-LUMO gap: 0.215 Ha
charge: -1
HOMO: -3.98 eV

=====

4.
Below is a cluster of 3 separate species, C31H55BrCl2IN4O11P2S in total, with properties calculated with wB97M-V/def2-TZVPD.

Atoms and positions in Å:
C: -6.27 1.03 1.03
H: 2.98 -5.68 -1.91
H: 0.44 -2.06 2.43
O: -7.11 2.94 1.94
O: -1.88 -3.17 -1.63
C: -0.38 -1.26 -5.17
H: 1.80 -3.99 -1.47
C: -5.13 6.99 7.39
C: 3.16 -0.69 0.62
C: 2.14 -2.96 -1.26
C: 4.19 1.71 0.52
H: 4.54 3.11 -2.54
H: -7.09 4.42 4.46
O: -5.09 6.60 6.09
C: -6.97 5.76 7.05
H: -2.75 0.01 -2.55
C: 4.75 2.62 -3.51
C: 2.70 -3.74 1.04
C: 4.25 -3.95 -2.55
Br: 6.06 -4.41 -1.83
H: -0.89 -2.79 -3.68
H: -1.24 -1.51 -5.81
C: 2.16 2.47 -3.35
C: 1.75 -2.81 0.26
H: 0.29 1.43 -3.18
H: -0.72 -0.40 -4.57
C: 3.52 -5.28 -2.78
H: -5.38 4.57 6.20
O: 4.54 -1.80 3.21
P: -1.16 -0.80 0.26
N: 1.87 0.29 -2.30
H: 4.49 -3.51 -3.52
H: -7.44 4.86 7.45
H: -6.10 0.43 1.93
H: 3.46 1.35 -4.78
H: 0.29 -2.58 -1.92
H: 0.02 -0.45 -2.20
H: -4.05 -2.70 -0.73
N: 0.38 -3.40 0.37
H: 2.83 -5.20 -3.64
C: 1.18 -1.27 2.24
H: 3.79 -1.91 -2.09
C: 1.33 1.13 -3.36
H: 0.42 -0.96 -5.86
H: 2.81 1.05 2.03
C: 1.74 -1.29 0.78
H: -1.30 -1.81 1.26
C: -6.54 5.36 4.58
H: 3.95 -1.42 0.86
H: 2.82 -0.02 -2.46
O: -5.28 2.06 0.99
H: 4.43 1.37 -0.50
H: 3.48 2.55 0.44
H: -5.76 5.41 3.84
C: 0.19 -4.57 0.53
H: -7.75 6.46 6.74
O: -2.32 -0.85 -2.72
H: 3.39 -0.46 -0.44
O: -5.14 4.05 2.06
H: 4.26 -6.04 -3.08
H: -6.84 -0.72 -0.10
H: 2.35 -3.97 2.06
H: 5.25 1.66 -3.27
H: 4.30 -2.80 -0.73
I: 0.69 1.64 0.12
H: 5.73 3.03 0.57
H: 3.38 3.07 -5.09
H: 2.45 2.73 -2.33
C: -5.97 5.47 5.97
C: 3.42 2.33 -4.28
C: 1.32 -2.51 -3.61
Cl: 2.62 -1.80 -4.57
O: 3.19 -3.18 4.20
P: -2.23 -1.75 -1.38
H: -8.35 1.29 1.63
O: -6.16 6.40 8.05
H: 5.43 3.28 -4.07
H: 2.93 -4.66 0.48
H: -5.17 -0.19 -0.35
H: 1.45 0.74 -4.39
H: 0.59 -0.34 2.32
C: 1.00 -0.71 -1.74
H: 4.41 0.34 2.11
Cl: 0.06 -3.88 -5.54
C: -7.54 1.83 1.14
H: -7.23 6.19 4.38
H: -6.48 0.70 -1.10
C: -0.07 -2.50 -4.34
C: 2.09 -1.24 3.50
H: 3.70 -3.32 1.22
C: 3.63 -2.89 -1.60
S: 0.04 -6.08 0.89
C: 0.67 -0.56 -0.17
H: -7.89 2.22 0.18
O: -4.37 7.75 7.89
H: 5.08 2.72 2.01
N: 5.42 2.25 1.16
C: 3.59 0.58 1.42
C: -6.19 0.15 -0.20
O: -3.76 -1.77 -0.82
H: 1.45 -1.49 4.36
H: 1.52 3.23 -3.81
H: 5.13 -2.57 3.29
H: 1.55 -3.59 -3.58
C: 3.31 -2.14 3.63
H: 2.41 -0.20 3.71
C: -5.78 3.11 1.70
N: 1.21 -2.15 -2.15

Summary:
HOMO-LUMO gap: 0.306 Ha
charge: +1
HOMO: -11.30 eV

=====

5.
Below is the molecule C10H11NO, with properties calculated with wB97M-V/def2-TZVPD.

Atoms and positions in Å:
C: 0.13 -0.18 0.56
H: 3.42 -1.12 0.78
H: -1.16 -2.92 -0.07
H: 3.66 0.89 -0.71
C: -2.02 1.62 0.27
H: 0.29 -2.60 -1.09
H: -3.72 0.20 0.64
H: -2.59 2.42 0.67
N: -0.86 -0.80 -0.47
H: -1.33 -2.38 -1.76
C: -2.73 0.42 0.33
C: 1.35 -0.96 0.89
H: -0.50 0.05 1.56
C: -0.74 1.97 -0.26
H: -0.76 3.00 -0.55
C: 2.56 -0.48 0.59
C: 1.73 1.47 -0.52
H: 1.76 2.43 -1.05
H: 1.39 -1.92 1.40
C: 2.76 0.69 -0.16
O: -2.25 -0.76 -0.05
C: 0.38 1.15 -0.15
C: -0.75 -2.20 -0.85

Summary:
HOMO-LUMO gap (alpha / beta): 0.267 / 0.267 Ha
charge: 0
SMILES: CN1OC=CC=C2C=CC=C[C@@H]21
energy relative to the best compared isomer or geometry (same formula, charge and spin): 125.8 kcal per mole
HOMO (alpha / beta): -7.27 / -7.27 eV

=====

6.
Below is a cluster of 2 separate species, C2H5NO2S2 in total, with properties calculated with wB97M-V/def2-TZVPD.

Atoms and positions in Å:
H: 0.78 -0.95 -1.94
H: 2.14 -0.85 0.20
H: -0.08 -2.04 -0.95
N: -1.82 1.29 0.90
H: -0.61 -0.34 -1.01
C: 1.11 -0.60 0.23
H: 0.82 -1.16 1.04
S: 0.48 2.25 -0.78
S: 0.99 1.19 0.75
O: -1.12 0.86 1.78
C: 0.32 -0.94 -0.97
O: -3.00 1.30 0.74

Summary:
HOMO-LUMO gap (alpha / beta): 0.278 / 0.235 Ha
<S²>: 2.0084
charge: 0
2S+1: 3
energy relative to the best compared isomer or geometry (same formula, charge and spin): 13.3 kcal per mole
HOMO (alpha / beta): -7.78 / -8.79 eV

=====

Computed values of max |F| (unit: eV Å⁻¹) for the preceding records, in sequence: 4.96 6.42 8.13 2.64 3.22 3.33.